The following is a quantum chemistry calculation of a molecular structure, C9H24MnN4O13S, from the Open Molecules 2025 dataset.

The geometry in XYZ format:
```
52
Properties=species:S:1:pos:R:3
Mn 0.11 -1.19 0.57
N -4.25 -3.23 0.19
O -5.28 -3.10 -0.36
O -4.13 -4.08 1.02
O -3.30 -2.53 -0.03
N -2.48 -0.92 4.75
O -3.16 0.02 5.17
O -2.84 -2.07 4.80
O -1.60 -0.65 3.93
N 3.57 1.62 1.99
O 4.27 1.41 2.99
O 3.83 2.59 1.30
O 2.61 0.87 1.76
O 0.69 -3.75 1.96
H 1.66 -3.83 2.02
C 1.56 -3.77 -4.08
C 1.08 -3.08 -2.76
N 1.66 -1.85 -2.33
C 1.39 -0.79 -3.32
C 2.00 0.60 -3.02
C 3.13 -1.86 -2.26
C 3.77 -2.86 -1.32
H 0.94 -4.64 -4.25
H 2.63 -3.97 -4.10
H 1.46 -3.05 -4.90
H 0.00 -2.95 -2.68
H 1.31 -3.83 -2.00
H 1.81 -1.11 -4.27
H 0.30 -0.72 -3.36
H 1.69 1.33 -3.77
H 1.77 0.92 -2.00
H 3.08 0.59 -3.17
H 3.40 -0.86 -1.94
H 3.54 -2.00 -3.26
H 3.74 -3.91 -1.63
H 3.60 -2.67 -0.26
H 4.84 -2.66 -1.34
O -2.61 3.92 -1.00
S -2.57 3.37 0.37
O -1.93 2.07 0.53
O -1.87 4.55 1.35
C -1.66 4.27 2.75
C -1.75 5.58 3.59
C -4.25 3.27 1.14
H -0.67 3.88 3.01
H -2.30 3.47 3.12
H -1.12 6.38 3.21
H -1.49 5.47 4.64
H -2.76 5.99 3.52
H -4.79 2.51 0.57
H -4.65 4.28 1.02
H -3.98 2.96 2.14
```

As for the net charge: -2. As for the HOMO-LUMO gap (alpha / beta): 0.1264 / 0.1419 hartree. The value obtained for the maximum force is 5.93 eV/Å. Its spin multiplicity is 6. The calculation puts the energy relative to the best compared isomer or geometry (same formula, charge and spin) at 819.3 kJ/mol. The value obtained for the lowest unoccupied orbital energy (alpha / beta) is 1.29 / 1.68 eV.